1.
Entry from the OMol25 dataset: a molecular structure, C7H17F3NO14S3Zn (ωB97M-V with the def2-TZVPD basis set).

```
! RIJCOSX wB97M-V def2-TZVPD def2/J DEFGRID3
* xyz -3 1
Zn 0.113 0.601 0.274
S 1.135 3.781 -0.402
O -0.069 4.572 -0.787
O 0.707 2.327 -0.400
O 2.198 3.940 -1.428
O 1.624 4.130 0.933
S -0.679 1.705 3.437
O -0.486 0.928 2.151
O -1.239 3.032 3.156
O -1.571 0.900 4.307
O 0.683 1.828 4.041
C 0.552 -2.670 -2.624
F 0.180 -3.444 -3.640
F 0.020 -3.197 -1.502
F 1.887 -2.734 -2.460
S 0.026 -0.898 -2.843
O 0.756 -0.543 -4.035
O -1.409 -0.995 -3.043
O 0.442 -0.244 -1.619
C -3.335 1.724 -2.085
C -2.033 1.844 -1.303
O -1.946 0.844 -0.267
O -3.704 0.396 -2.423
H -3.187 2.369 -2.965
H -4.156 2.171 -1.512
H -1.925 2.842 -0.864
H -1.177 1.758 -1.970
H -2.597 1.119 0.388
H -2.860 -0.077 -2.524
C 3.401 -1.818 1.677
C 2.223 -1.217 0.910
C 0.968 -2.076 1.194
O -0.256 -1.549 0.767
C -1.346 -2.345 1.089
N 1.953 0.185 1.202
H 3.089 -2.073 2.695
H 4.195 -1.077 1.719
H 3.728 -2.756 1.220
H 2.360 -1.372 -0.164
H 0.926 -2.232 2.287
H 1.149 -3.089 0.805
H -2.257 -1.803 0.845
H -1.379 -2.640 2.146
H -1.365 -3.282 0.510
H 2.750 0.743 0.901
H 1.911 0.390 2.207
*
```

Values from the calculation:
- LUMO energy: 6.08 eV
- Strongest force on any atom: 0.0471 Eh/bohr
- Electronic energy: -126766.434 eV

---

2.
Entry from the OMol25 dataset: a molecular structure, C7H17LuO3 (ωB97M-V with the def2-TZVPD basis set).

```
! RIJCOSX wB97M-V def2-TZVPD def2/J DEFGRID3
* xyz 3 2
C -0.640 0.397 0.132
O -0.424 -0.974 0.488
C -1.604 -1.777 0.451
C -1.301 -3.097 1.109
O -0.050 -3.547 0.580
C 0.544 -4.688 1.202
C 1.919 -4.836 0.596
O 2.553 -3.547 0.628
C 3.962 -3.583 0.379
Lu 1.330 -1.972 0.294
H 0.323 0.915 0.194
H -1.040 0.456 -0.889
H -1.340 0.846 0.846
H -1.927 -1.891 -0.593
H -2.612 -1.265 0.933
H -2.091 -3.826 0.885
H -1.209 -2.987 2.201
H -0.058 -5.585 1.007
H 0.606 -4.513 2.286
H 1.869 -5.176 -0.448
H 2.510 -5.550 1.184
H 4.326 -2.551 0.397
H 4.452 -4.165 1.169
H 4.151 -4.033 -0.604
C -4.749 -0.488 1.659
H -5.399 -0.527 0.783
H -4.574 0.527 2.021
H -5.043 -1.184 2.447
*
```

Values from the calculation:
- LUMO energy (spin up / spin down): -13.91 / -13.92 eV
- Strongest force on any atom: 0.0803 Eh/bohr
- Electronic energy: -47263.313 eV
- ⟨S²⟩: 0.753

---

3.
Entry from the OMol25 dataset: a gas-phase ion, C7H17N (charge -1) (ωB97M-V with the def2-TZVPD basis set).

```
! RIJCOSX wB97M-V def2-TZVPD def2/J DEFGRID3
* xyz -1 2
C 0.959 0.025 2.542
C -0.268 0.662 1.946
C -0.010 2.170 1.759
N -0.788 0.083 0.698
C 0.179 -0.053 -0.378
C -0.437 -0.472 -1.707
C 0.629 -0.348 -2.838
C -1.014 -1.894 -1.763
H 1.862 0.300 2.006
H 0.824 -1.060 2.644
H 0.943 0.348 3.595
H -1.146 0.634 2.601
H 0.466 2.618 2.635
H 0.655 2.450 0.936
H -0.933 2.710 1.518
H -1.212 -0.806 0.905
H 0.613 0.925 -0.579
H 0.969 -0.771 -0.120
H -1.284 0.175 -1.962
H 1.363 -1.117 -2.597
H 0.094 -0.471 -3.777
H 1.113 0.627 -2.814
H -1.934 -1.985 -1.175
H -1.284 -2.124 -2.794
H -0.358 -2.625 -1.283
*
```

Values from the calculation:
- LUMO energy (spin up / spin down): 3.89 / 3.89 eV
- Strongest force on any atom: 0.0320 Eh/bohr
- Electronic energy: -9023.180 eV
- ⟨S²⟩: 0.750

---

4.
Entry from the OMol25 dataset: 2 unconnected molecules or ions with the total composition C7H17N (ωB97M-V with the def2-TZVPD basis set).

```
! RIJCOSX wB97M-V def2-TZVPD def2/J DEFGRID3
* xyz 0 1
C 1.109 0.398 0.179
C 0.817 -0.903 0.179
C 0.852 1.299 1.354
C 1.731 1.101 -1.001
C -2.922 0.596 -0.101
C 1.108 -1.813 -0.981
C 0.167 -1.598 1.349
N -2.025 0.598 -1.243
H -1.718 1.545 -1.441
H -1.195 0.053 -1.030
H 0.528 0.753 2.233
H 1.712 2.177 -0.848
H 1.763 1.844 1.603
H 0.088 2.037 1.102
H 1.200 0.880 -1.925
H 2.771 0.798 -1.128
H -3.808 1.180 -0.350
H -3.231 -0.431 0.094
H -2.485 1.007 0.821
H 0.848 -1.648 2.199
H 0.176 -2.174 -1.420
H 1.666 -2.682 -0.632
H 1.688 -1.325 -1.757
H -0.736 -1.081 1.669
H -0.105 -2.614 1.076
*
```

Values from the calculation:
- LUMO energy: 0.98 eV
- Strongest force on any atom: 0.0065 Eh/bohr
- Electronic energy: -9024.305 eV
- SMILES: CC(C)=C(C)C.CN

---

5.
Entry from the OMol25 dataset: 2 unconnected molecules or ions with the total composition C7H17N2O2 (ωB97M-V with the def2-TZVPD basis set).

```
! RIJCOSX wB97M-V def2-TZVPD def2/J DEFGRID3
* xyz 1 1
C 0.311 -0.284 0.766
C 3.208 1.357 -1.004
C 2.725 -1.167 0.856
C 2.121 1.130 0.032
C 1.676 -0.341 0.126
C -1.990 -0.748 0.245
C -3.063 0.958 -0.191
N -0.641 -0.631 0.027
N -2.449 -1.736 -0.769
O -4.193 0.360 -0.465
O -3.006 1.671 0.932
H 0.031 0.097 1.767
H 3.999 0.704 -0.635
H 2.975 0.952 -1.999
H 3.583 2.350 -1.040
H 2.271 -2.076 1.204
H 3.562 -1.357 0.177
H 3.030 -0.484 1.615
H 1.364 1.939 -0.039
H 2.552 1.347 1.006
H 1.525 -0.767 -0.925
H -2.397 -1.012 1.299
H -2.694 1.273 -1.159
H -3.394 -1.488 -1.167
H -1.697 -1.655 -1.428
H -2.552 -2.715 -0.481
H -4.796 0.395 0.295
H -2.061 1.929 0.954
*
```

Values from the calculation:
- LUMO energy: -2.94 eV
- Strongest force on any atom: 0.0831 Eh/bohr
- Electronic energy: -14600.793 eV

---

6.
Entry from the OMol25 dataset: a single C7H17N2O4P molecule (ωB97M-V with the def2-TZVPD basis set).

```
! RIJCOSX wB97M-V def2-TZVPD def2/J DEFGRID3
* xyz 0 1
C 0.338 0.207 -0.386
C -0.498 1.780 -0.720
C 0.947 0.560 0.904
C -0.382 2.187 -2.181
C 2.880 0.794 2.053
C 0.403 -3.528 -0.947
C -2.999 -1.342 0.749
N 0.122 2.653 0.165
N 0.422 1.867 1.373
O -1.564 -1.146 -1.849
O 2.373 0.655 0.782
O -0.169 -2.588 -0.064
O -1.713 -0.845 0.754
P -0.857 -1.165 -0.518
H 1.054 -0.053 -1.153
H -1.496 1.425 -0.322
H 0.738 -0.047 1.754
H -0.926 1.544 -3.027
H 0.739 2.105 -2.346
H -0.743 3.220 -2.278
H 2.444 -0.025 2.592
H 2.715 1.826 2.428
H 3.943 0.659 1.846
H 0.655 -4.327 -0.235
H 1.341 -3.076 -1.323
H -0.272 -3.678 -1.788
H -3.674 -0.494 1.007
H -3.111 -2.144 1.440
H -3.245 -1.603 -0.245
H 1.082 2.946 -0.171
H -0.545 1.632 1.706
*
```

Values from the calculation:
- LUMO energy: 0.78 eV
- Strongest force on any atom: 0.0877 Eh/bohr
- Electronic energy: -27992.862 eV
- SMILES: CO[C@H]1NN[C@@H](C)[C@@H]1P(=O)(OC)OC

---

7.
Entry from the OMol25 dataset: 2 unconnected molecules or ions with the total composition C7H17N3P (ωB97M-V with the def2-TZVPD basis set).

```
! RIJCOSX wB97M-V def2-TZVPD def2/J DEFGRID3
* xyz 1 1
C -2.083 -1.031 0.489
C -1.625 0.349 0.984
C -0.683 0.348 -1.347
C -0.082 -0.903 -0.863
C -0.673 -3.095 0.037
C -0.712 2.458 -0.006
C 4.193 0.626 -0.247
N 1.711 0.646 -0.111
N -0.882 -1.661 -0.087
N -1.411 1.156 -0.243
P 2.706 -0.460 -0.362
H -2.407 -1.633 1.312
H -2.702 -1.296 -0.370
H -2.404 0.768 1.644
H -0.599 0.558 1.410
H -0.017 0.906 -1.864
H -1.516 0.017 -2.066
H 0.619 -1.299 -1.552
H -1.282 -3.604 -0.647
H 0.344 -3.311 0.058
H -1.099 -3.439 0.972
H 0.467 2.265 -0.039
H -0.922 3.171 -0.693
H -0.799 2.710 1.043
H 3.709 1.693 -0.117
H 4.589 0.255 0.706
H 5.060 0.741 -0.937
H -2.260 1.417 -0.635
*
```

Values from the calculation:
- LUMO energy (spin up / spin down): -3.11 / -3.41 eV
- Strongest force on any atom: 0.1146 Eh/bohr
- Electronic energy: -21281.739 eV

---

8.
Entry from the OMol25 dataset: 2 unconnected molecules or ions with the total composition C7H17NO (ωB97M-V with the def2-TZVPD basis set).

```
! RIJCOSX wB97M-V def2-TZVPD def2/J DEFGRID3
* xyz 0 1
C 1.564 -2.004 -2.109
C 0.396 -3.019 -2.192
H 2.469 -2.479 -1.734
H 1.697 -1.623 -3.123
H 1.325 -1.143 -1.485
H 0.197 -3.274 -3.236
H 0.691 -4.003 -1.824
H -0.484 -2.591 -1.721
C 0.080 0.915 0.184
C 1.582 0.798 -0.005
C -0.022 2.469 2.214
C -2.615 0.099 0.840
C -1.911 1.190 1.599
O -2.472 1.738 2.534
N -0.626 1.597 1.271
H -0.273 1.415 -0.726
H -0.277 -0.110 0.239
H 1.911 -0.246 0.039
H 2.314 1.202 0.703
H 1.012 2.202 2.466
H -2.119 -0.850 1.062
H -2.559 0.295 -0.231
H 2.061 1.024 -0.959
H 0.162 3.524 1.889
H -0.455 2.825 3.144
H -3.649 0.051 1.160
*
```

Values from the calculation:
- LUMO energy: 0.74 eV
- Strongest force on any atom: 0.0804 Eh/bohr
- Electronic energy: -11070.925 eV
- SMILES: CCN(C)C(C)=O.CC

---

Values of energy above the lowest of the compared OMol25 structures with the same formula, charge and spin, in order: 0.0; 19.4; 21.6; 88.8; 168.0; 198.7; 459.0; 213.6, all in kJ/mol.